A) C4H10IN2S as an isolated structure, computed with ωB97M-V/def2-TZVPD.

XYZ file:
```
18
Properties=species:S:1:pos:R:3:nbo_charge:R:1
H -0.913 1.747 1.761 0.391
C -1.989 -0.486 0.177 -0.668
H 2.250 -1.256 0.029 0.470
H -0.115 -1.685 0.786 0.235
H -0.076 2.029 -1.847 0.182
H 1.357 -1.658 -1.455 0.441
N 1.758 -0.894 -0.804 -0.735
I 2.032 -0.008 2.189 -0.039
N -0.319 1.696 0.984 -0.814
C -0.614 -0.771 0.678 -0.104
H -2.017 0.417 -0.276 0.244
C 0.619 0.039 -0.689 -0.149
C 0.221 0.362 0.747 0.100
S 0.100 0.755 -2.249 0.090
H 0.311 2.432 1.011 0.395
H -2.360 -1.349 -0.515 0.248
H -2.666 -0.807 0.946 0.268
H 2.421 -0.564 -1.473 0.445
```

The net charge is +1. The calculation puts the molar mass at 245.1 g mol⁻¹. The LUMO energy is -3.9 eV. Its HOMO energy is -0.45559 Eh.

***

B) A 2-piece molecular cluster, C4H10IN2S overall, computed with ωB97M-V/def2-TZVPD.

XYZ file:
```
18
Properties=species:S:1:pos:R:3:nbo_charge:R:1
H -1.840 0.287 3.037 0.424
C 0.445 -0.488 -0.192 -0.007
H -1.322 -1.350 3.303 0.464
H 1.257 0.940 -3.363 0.259
I 1.303 -2.238 0.920 0.114
H -1.326 0.674 -0.050 0.405
H 0.046 1.587 -2.259 0.227
H -0.255 0.048 3.099 0.448
H -1.642 -0.861 -0.354 0.412
N -1.166 -0.409 2.755 -0.949
C 1.325 0.701 -0.214 -0.138
N -0.941 -0.357 0.108 -0.857
H -0.186 -0.007 -3.184 0.243
H -1.137 -0.396 1.625 0.451
H 2.021 -0.726 -1.771 0.277
C 0.480 0.614 -2.563 -0.643
C 1.198 -0.058 -1.453 -0.327
S 1.740 2.038 0.556 0.196
```

The net charge is +1. The calculation puts the molar mass at 245.1 g mol⁻¹. The LUMO energy is -4.5 eV. Its HOMO energy is -0.44908 Eh.

***

Which structure is the most stable? The one labeled B).